Entry 1:
Molecular formula: C43H61As3BrN2O4RuSb2
Method: DFT, the ωB97M-V functional and the def2-TZVPD basis

energy above the lowest of the compared OMol25 structures with the same formula, charge and spin	10.11	kcal/mol
net charge	+2
2S+1	2
frontier orbital gap (spin up / spin down)	6.01 / 5.80	eV
highest occupied orbital energy (spin up / spin down)	-12.2 / -12.4	eV

Structure (XYZ):
```
117
C43H61As3BrN2O4RuSb2 the ωB97M-V functional and the def2-TZVPD basis
H -1.536 4.554 1.665
C 3.504 0.839 0.106
H -3.417 0.716 1.432
C -2.450 2.905 5.675
H 3.666 -3.105 -1.651
H -3.118 -6.391 1.390
H -0.770 5.386 4.116
H -1.356 -2.352 -0.005
H 3.149 4.476 1.036
H 1.377 -4.258 -1.655
H -0.915 -2.533 2.529
O -0.768 1.934 -1.575
C 2.683 -0.200 1.996
H -1.904 -4.233 -3.245
H -3.948 -7.574 0.374
C 3.313 -1.880 5.893
C -0.990 4.727 0.740
H 2.841 2.422 -4.843
Sb -0.829 0.120 1.895
N 2.173 1.200 -1.798
C -0.954 4.833 -3.713
C 3.053 -1.338 4.509
H -3.179 -0.488 -3.932
H 1.888 -2.696 -3.811
H -1.636 -7.507 -2.274
C -2.128 4.195 5.253
H 5.077 2.770 -3.786
H 4.263 0.359 4.945
H -0.290 -4.951 -3.256
C -2.415 4.384 -5.574
H -3.281 2.746 6.348
O 0.480 3.772 -1.535
C 0.924 3.577 3.248
H -2.665 -2.963 -1.021
H -1.943 1.590 -3.710
H -3.742 0.337 -1.788
C 3.473 0.443 2.945
C 3.383 -2.209 -1.100
H 3.927 1.399 2.712
C 4.262 2.331 -3.227
H 1.857 -2.965 3.743
H 1.233 4.615 3.173
H -0.627 5.753 0.711
C -1.629 5.266 -4.844
H -2.950 4.720 -6.452
C 2.090 -1.418 2.300
Sb 0.686 3.405 0.594
H 4.013 -1.386 -1.437
C -2.654 1.218 2.017
Br -3.571 1.845 -6.153
C -0.643 1.976 4.349
C -0.427 3.029 -2.059
C 0.744 -3.543 -1.124
As 1.527 -1.788 -1.492
C -1.715 1.819 5.216
H -2.090 -1.784 -4.436
H 1.730 2.853 3.228
H 1.512 -1.927 1.539
C 2.286 4.816 0.464
H -2.960 1.253 3.060
H -2.178 -7.585 0.466
O 2.436 -2.772 6.387
H -3.412 -2.132 -3.295
C -1.056 4.384 4.416
H -2.623 0.773 -0.508
H 5.396 2.047 -1.410
H -3.374 -7.828 -2.381
H -3.529 -0.769 -0.420
C -2.613 -7.052 -2.439
H 1.021 1.410 -3.489
H -2.703 5.043 5.601
C -3.061 -6.946 0.455
H 1.957 5.782 0.844
H 4.499 0.764 0.542
H 1.710 -2.953 5.778
C -1.078 3.509 -3.306
C -1.161 -5.065 -0.702
H 2.506 -1.041 -3.677
C -0.861 -4.064 -2.974
H -1.109 -4.879 0.376
H -2.646 -6.614 -3.434
O 4.250 -1.519 6.537
H -1.984 0.820 5.542
C 3.656 -0.126 4.193
C -3.021 -0.059 -1.074
H -0.473 -5.886 -0.927
H 3.550 -2.370 -0.036
C 2.004 1.572 -3.065
C 0.042 0.769 3.804
H -1.643 4.554 -0.113
H -2.524 -1.980 2.016
As -3.006 -5.714 -1.062
H -2.520 2.234 1.647
N 2.480 0.385 0.709
C 3.024 2.140 -3.815
H -0.110 -0.095 4.450
C -2.673 -1.394 -3.605
H 1.106 0.911 3.652
H -0.339 5.512 -3.139
H -1.548 6.297 -5.161
Ru 0.622 0.282 -0.472
H -0.494 -3.223 -3.564
C -1.858 2.617 -4.035
H 0.912 -3.699 -0.054
C 2.285 -1.988 3.549
C -0.734 -3.800 -1.470
H -1.940 -1.600 3.647
H 2.551 4.912 -0.588
C -2.515 3.062 -5.165
As -1.573 -0.948 -2.044
C -0.256 3.298 3.977
C 3.375 1.368 -1.235
H 0.768 -1.310 -3.879
C -1.644 -1.726 2.606
C 4.443 1.931 -1.910
C 1.675 -1.700 -3.426
C -1.623 -2.635 -1.027
```

Here are the Mulliken charges for atoms 1 to 5, given in e:
1. H 0.352
2. C -0.913
3. H 0.747
4. C -0.562
5. H 0.574

Entry 2:
Molecular formula: C43H61Br21Cl2F4O6
Method: DFT, the ωB97M-V functional and the def2-TZVPD basis

net charge	0
2S+1	1
frontier orbital gap	7.61	eV
highest occupied orbital energy	-8.7	eV

Structure (XYZ):
```
137
C43H61Br21Cl2F4O6 the ωB97M-V functional and the def2-TZVPD basis
Br -0.445 1.880 -0.850
C 1.295 0.487 3.097
Br 5.738 4.233 -2.614
H 1.118 -0.435 -1.718
H -2.158 3.045 -2.942
C -0.710 -0.893 2.851
C 4.495 -5.967 -1.534
C 3.444 -0.055 1.788
Br -5.576 12.634 0.889
O 5.120 -2.148 4.018
C -0.411 -1.704 -2.572
C -1.148 -3.267 -7.224
H 5.842 1.308 -2.274
O 3.921 -0.154 0.675
C -5.745 2.481 -3.396
H -1.479 4.005 -0.095
H -0.468 3.300 4.655
C 1.971 -0.357 2.130
H -5.271 5.827 0.451
C 4.058 -9.766 -4.185
O -3.068 -1.274 2.021
C -4.183 7.175 -0.814
H -1.810 -4.116 -3.940
Br -2.975 5.734 1.348
H -5.092 7.453 -1.345
H 6.057 -0.473 2.116
H 3.583 -6.478 -1.241
H -7.521 11.275 0.215
F -3.740 0.801 2.646
H 0.300 7.848 5.360
H -1.153 4.009 2.489
H 5.337 -6.652 -1.442
H -6.650 1.447 -1.706
Br -7.403 3.442 -3.743
H 2.166 -2.599 -1.675
H 0.796 -3.475 -0.956
H -2.107 -2.412 3.414
H 5.221 -4.667 -3.120
Br 2.740 -4.490 -3.255
C 6.258 1.713 -1.355
H -0.138 7.036 6.872
H 0.330 -4.403 -8.350
Br 4.680 1.858 5.403
Br 4.810 1.733 -0.043
O -1.297 -0.942 -2.869
H -2.534 -8.709 1.801
F -4.509 -0.139 0.844
H -1.062 -2.296 -7.709
C -1.203 2.874 2.610
H -4.931 3.172 -3.596
H 1.993 -3.435 0.938
H -0.221 -0.915 -0.588
H 6.465 0.777 3.307
C -1.140 2.581 4.146
C -0.442 -8.373 1.465
C -0.017 -1.728 1.909
O 1.830 2.734 3.972
Br 0.165 -5.578 -6.161
C -1.887 -8.200 1.087
H -3.599 6.496 -1.431
H 2.295 6.593 6.017
F -2.455 0.530 0.822
H -2.992 4.412 -2.174
H -0.212 -9.423 1.640
C 5.846 -1.208 4.109
C -2.183 -1.331 3.164
C -2.082 3.814 -2.177
H -4.862 7.357 1.248
H 0.983 -3.418 -7.025
H -2.157 2.801 4.553
C 1.341 -1.481 1.506
C 0.143 -4.034 -7.345
Br 6.362 -8.109 -4.600
H -1.466 -3.127 -6.194
O -0.223 -2.904 -3.237
Br -5.348 3.308 -0.683
Br -0.674 5.038 -2.739
H -5.723 1.677 -4.130
H -4.902 1.204 -1.891
C 3.668 1.228 3.867
Br -3.156 8.824 -0.661
F 0.075 1.179 5.662
H -2.580 -0.843 4.072
H -6.036 10.303 0.142
C 4.434 -5.391 -2.924
C 2.178 1.621 3.691
H 1.561 5.662 4.696
H -1.732 0.645 4.930
C -6.615 10.994 0.750
C -3.395 -0.022 1.632
H 3.662 -10.743 -3.912
C 4.283 0.440 2.979
H 7.811 3.006 -2.088
C 2.031 -2.409 0.495
Br 1.335 4.489 6.886
Br -1.294 6.021 4.913
C 5.738 -0.028 3.089
Br 2.942 -8.484 -3.229
H -0.157 -7.793 2.339
H 6.069 -10.514 -4.145
Br 4.821 -4.582 -0.203
Br 0.730 -7.828 0.013
H -1.284 -6.053 -2.775
C 0.495 -1.278 -1.347
H -2.075 -3.385 -2.294
H -2.703 2.766 -0.411
C 1.338 -2.515 -0.921
C -4.518 6.608 0.541
C -1.814 3.260 -0.805
C 0.172 6.880 5.843
Br -5.419 9.566 2.923
C -0.072 0.249 3.488
Br -2.603 -4.171 -8.152
C -6.956 10.443 2.111
C -1.326 -3.814 -2.990
C -0.804 1.105 4.542
H 5.644 -9.563 -2.708
H -1.070 -5.110 -1.226
H -7.715 9.666 2.029
C 1.411 6.038 5.705
C -0.829 -5.158 -2.312
H 4.482 -6.182 -3.666
Br -2.411 -6.326 1.165
C 6.875 3.078 -1.535
Cl 7.072 -1.213 5.424
H -2.113 -8.553 0.084
H 6.991 1.015 -0.953
H 3.895 -9.596 -5.246
H 0.276 -5.137 -2.375
C 5.506 -9.656 -3.782
C -5.717 1.920 -1.999
Cl -0.908 -3.133 1.255
H 3.098 -2.191 0.334
H -2.204 2.578 2.247
H 7.051 3.595 -0.596
H -7.294 11.202 2.810
H -0.357 2.476 2.022
```

Here are the Mulliken charges for atoms 1 to 5, given in e:
1. Br -0.012
2. C 0.552
3. Br -0.152
4. H 0.493
5. H 0.495

Entry 3:
Molecular formula: C43H61I2N2O5
Method: DFT, the ωB97M-V functional and the def2-TZVPD basis

net charge	+1
2S+1	1
frontier orbital gap	8.32	eV
highest occupied orbital energy	-10.7	eV

Structure (XYZ):
```
113
C43H61I2N2O5 the ωB97M-V functional and the def2-TZVPD basis
C 7.844 -0.854 -3.486
H -12.074 -2.700 -0.113
C -7.280 4.132 1.614
C -13.839 0.264 3.974
C 2.600 -2.225 -5.808
H 3.928 -2.477 1.532
H 2.450 -1.490 -6.588
H 3.147 0.973 -1.656
H 9.363 1.645 -0.071
H 9.435 0.006 0.470
N 6.146 -1.879 -1.930
H 7.731 -3.235 0.814
H -0.526 2.853 -0.014
H -6.333 2.260 2.304
H 10.707 1.117 0.943
H -6.910 5.139 1.775
H -0.776 2.593 -1.789
H 5.060 -3.596 3.097
H -2.337 3.253 1.041
C -4.229 3.430 0.012
C 6.956 -2.075 -3.127
H 2.678 -3.230 -6.201
C 10.909 0.438 -1.060
H 7.503 -3.001 -3.094
C -2.358 1.780 -0.606
C -0.858 2.176 -0.790
H -7.706 4.069 0.621
H 2.683 -0.567 -3.820
H 1.967 -0.354 -1.726
H -2.441 0.725 -0.368
C -12.013 -0.781 0.831
C 5.739 -3.227 2.338
C -13.272 -2.652 1.670
C -3.033 2.585 0.541
C -13.784 2.432 5.183
C 5.372 -1.972 0.099
O 4.576 -0.564 -3.001
O 10.384 0.313 -2.320
C 5.046 -1.168 -1.924
H 3.715 0.166 0.651
C -11.975 1.396 2.027
I 8.280 -4.000 3.789
H 9.171 2.005 -2.081
H 8.809 -1.176 -3.867
C -12.454 -0.008 1.898
H 7.414 -1.867 2.442
C 7.973 0.201 -2.381
H 3.112 -2.047 -3.003
C 6.395 -2.398 -0.656
H -5.401 1.631 0.357
C -5.560 2.705 0.347
H 8.931 -3.061 -1.955
H 6.493 -1.973 3.947
H -11.349 -0.350 0.095
C 9.965 -3.830 -0.290
H 9.209 -1.875 -0.619
C -6.087 3.156 1.741
H 9.247 1.312 -3.677
H -14.392 -2.307 3.464
H -0.391 0.159 -0.111
H -2.862 1.926 -1.555
C 3.890 -1.861 -5.021
I 11.640 -3.917 -1.647
C -13.727 -1.882 2.726
C 1.471 1.191 -0.312
H 0.001 0.503 -1.784
C 8.918 -2.880 -0.893
H 4.991 -1.192 2.027
H 4.534 -1.186 -5.572
C -13.344 1.662 4.115
H -13.653 4.319 6.181
H 10.351 -3.475 0.655
C 6.870 -2.530 3.103
H -4.185 3.531 -1.068
C 3.481 -1.289 -3.689
H 1.761 -2.215 -5.116
O 12.089 0.181 -0.887
C -12.422 -2.099 0.717
H -5.247 3.627 2.239
H 8.036 -0.230 -1.387
O -14.636 -0.197 4.763
H 7.349 -0.339 -4.304
H 2.716 -1.216 0.382
C 4.970 -2.167 1.540
H -3.379 1.865 1.276
H -8.010 3.861 2.366
C 10.053 0.833 0.133
H -11.251 3.906 2.667
C -13.311 3.722 5.346
C 9.203 1.066 -2.621
C -11.962 3.491 3.368
O -11.223 1.875 1.203
H 1.568 1.080 0.763
C -12.437 2.196 3.196
H -14.493 2.017 5.887
H 6.265 -2.174 -3.950
C 2.498 0.326 -1.077
H 7.082 0.829 -2.398
C 3.355 -0.504 -0.128
N 4.532 -1.169 -0.694
C 7.560 -3.249 -0.246
H 6.103 -4.043 1.736
C -13.325 -0.557 2.841
C 0.029 0.909 -0.776
C -12.394 4.249 4.442
H 9.580 -4.839 -0.243
H -4.183 4.395 0.507
H -12.019 5.255 4.577
H -6.256 2.929 -0.458
H 1.674 2.231 -0.554
H 4.416 -2.796 -4.850
H -13.581 -3.685 1.585
H 7.350 -4.260 -0.596
```

Here are the Mulliken charges for atoms 1 to 5, given in e:
1. C -0.874
2. H 0.395
3. C -1.124
4. C 0.557
5. C -1.287

Entry 4:
Molecular formula: C43H62Br2GeN8O4PScSe
Method: DFT, the ωB97M-V functional and the def2-TZVPD basis

energy above the lowest of the compared OMol25 structures with the same formula, charge and spin	49.95	kcal/mol
net charge	+2
2S+1	1
frontier orbital gap	6.87	eV
highest occupied orbital energy	-11.8	eV

Structure (XYZ):
```
123
C43H62Br2GeN8O4PScSe the ωB97M-V functional and the def2-TZVPD basis
C -2.323 -5.016 -2.267
N -1.583 0.034 -1.670
C -2.513 -1.379 1.948
C -3.630 0.288 -3.578
H 4.352 3.256 -2.987
Br -4.866 2.640 4.555
C 2.864 3.600 3.949
C 1.455 3.101 3.660
H -1.948 2.800 0.522
H 5.476 0.155 -0.267
H 4.407 4.487 2.661
H -2.376 -1.822 -1.255
N 1.618 3.958 1.357
C 0.713 -4.592 -1.592
H -4.202 -1.669 -2.885
H -1.085 4.969 -2.078
C -1.507 4.831 -1.074
O 1.426 -1.223 3.985
C -2.533 5.933 -0.786
H 1.805 5.910 -2.119
C 2.590 -0.181 2.214
H 1.913 -3.279 -3.750
C 3.887 -0.340 2.640
H -0.939 1.888 -2.281
H -1.811 -5.094 1.473
H 0.424 -4.909 -0.589
N 1.833 3.938 -1.331
H 1.914 2.205 -2.535
C -3.013 -3.648 2.527
H 4.079 -0.816 3.594
H 1.472 2.065 3.305
H 0.677 -4.948 -5.110
Se 0.711 -2.631 -1.669
C 2.890 3.801 1.417
Br -3.988 -4.903 3.514
H -1.279 7.869 1.085
H -1.069 -5.031 -5.326
N -1.600 -1.758 1.042
C -2.043 -4.051 1.628
H 2.811 4.590 4.406
H -5.314 -0.474 -4.676
O 0.294 -0.448 2.211
H -1.134 6.574 2.257
C -3.508 -0.846 -2.784
C -2.731 0.084 2.117
H 0.842 3.123 4.561
H -4.313 0.678 -5.568
H 2.461 5.778 -0.506
H -3.958 -0.074 3.888
H 1.750 -4.904 -1.720
C 3.353 0.343 0.015
H 2.469 3.222 -4.596
C 3.684 3.663 2.659
C -3.797 1.933 3.190
C 1.625 3.246 -2.644
H -2.503 -3.944 -2.363
H -0.347 -3.578 -4.632
H -2.250 6.853 -1.303
C 2.108 -2.507 -3.010
H -3.498 5.633 -1.192
H 2.054 -1.529 -3.473
C -2.485 -0.935 -1.861
C -3.266 2.758 2.213
C -4.725 0.436 -4.589
H 0.806 6.225 0.961
H -3.479 3.818 2.198
H 3.083 -2.660 -2.555
P 0.675 3.617 -0.187
O 1.581 0.138 -1.464
H -1.987 3.849 -1.049
H -4.016 -1.974 3.379
C 2.815 0.212 -1.285
C 1.387 -0.637 2.793
H -0.299 -7.757 -1.871
N -0.433 4.846 -0.052
H -0.191 3.632 2.329
C -1.381 -3.066 0.917
H 4.500 4.769 -1.261
H -0.616 -3.358 0.219
C -2.678 1.288 -3.392
H 4.455 4.629 -4.065
C 3.866 4.196 -3.257
H 0.079 6.845 -0.502
H -3.432 6.867 0.953
C 2.427 5.281 -1.475
N 0.127 2.209 -0.102
C -1.276 6.783 1.195
C 4.953 0.019 1.800
H 4.205 6.139 -2.306
C -2.608 6.197 0.711
H -3.070 -5.538 -2.866
H 2.231 1.532 1.203
H 0.881 -7.530 -3.168
H 3.401 3.712 0.460
H 5.974 -0.106 2.125
H -5.393 1.250 -4.306
C -0.151 -7.345 -2.869
C -3.535 0.575 3.140
H 0.523 -1.467 4.233
Sc -0.001 0.169 0.056
H -2.805 5.252 1.227
C -2.435 2.187 1.269
H 3.366 2.950 4.664
H 0.737 5.012 2.932
C -0.279 -4.666 -4.669
H 0.567 3.258 -2.924
C 2.453 3.901 -3.743
C 4.660 0.211 0.447
C 3.836 5.147 -2.042
Ge -0.519 -5.434 -2.895
C -0.111 6.218 0.375
H 4.299 2.766 2.510
C -1.689 1.126 -2.444
N 2.328 0.543 1.002
C -3.252 -2.294 2.690
H 4.513 0.270 -2.150
H -0.804 -7.879 -3.558
N -2.142 0.885 1.221
C 0.806 3.972 2.603
O 3.578 0.213 -2.383
H -2.466 -5.307 -1.226
H 1.979 4.820 -4.092
H -2.699 2.190 -3.989
```

Here are the Mulliken charges for atoms 1 to 5, given in e:
1. C -0.808
2. N 1.067
3. C 0.504
4. C 0.971
5. H 0.166